The following is a quantum chemistry calculation of a gas-phase ion, C5H9N2 (charge +1) in a non-equilibrium geometry, from the OMol25 dataset.

The geometry in XYZ format:
```
16
Properties=species:S:1:pos:R:3:forces:R:3
C -0.99991 -0.86970 -0.49358 -2.02 -3.45 -2.67
C 0.09578 -1.52760 -0.22479 0.50 -0.71 0.29
C -1.21667 0.39149 -0.07148 2.93 3.01 1.82
C -2.26506 1.10194 0.20874 -0.59 0.87 1.75
C 1.13579 0.55541 0.48469 -2.59 0.79 -3.56
N 1.69964 1.20320 -0.61378 -0.73 -1.00 -2.10
N 1.26078 -0.90348 0.49940 -2.38 -1.48 2.35
H -1.79677 -1.44886 -1.17487 1.70 1.22 1.64
H 0.22718 -2.56280 -0.38119 0.30 -0.93 -0.33
H -2.37485 2.06307 0.76385 0.54 -0.74 -0.88
H -3.13608 0.48265 0.23384 -1.15 0.05 -0.58
H 1.18723 1.12912 1.34742 0.26 0.14 1.90
H 1.65187 2.21609 -0.51969 0.16 -0.34 0.05
H 1.29566 0.94032 -1.60397 1.09 0.50 2.71
H 1.25045 -1.35378 1.49433 -0.03 1.52 -1.73
H 1.98495 -1.41709 0.05108 1.99 0.57 -0.65
```
Forces are in eV/Å.

Its total energy is -304.9851 Eh. Its net charge is +1. For the relative energy (zero: lowest compared OMol25 entry of this formula, charge and spin), the calculation gives 643.0 kJ/mol. The calculation puts the molecular weight at 97.141 g mol⁻¹. The spin multiplicity is 1. The value obtained for the HOMO energy (spin up / spin down) is -12.20 / -12.19 eV.